# C37H49CrN4P2

C37H49CrN4P2 as an isolated structure (ωB97M-V/def2-TZVPD, the OMol25 dataset).

Positions of all 93 atoms, in Å:
Cr -0.90570 0.18032 0.17893
C 0.60683 3.93833 3.31917
C -0.07854 3.38964 2.06086
C 0.68143 3.83621 0.80923
P -0.21590 1.52794 2.05035
C -0.75614 1.05736 3.76329
C -0.69900 -0.45552 3.92543
C -2.16813 1.58939 4.01269
C 1.49672 0.95970 1.89962
C 2.39198 0.81472 2.96785
C 3.66711 0.27486 2.75891
C 4.61815 0.12000 3.90196
C 4.03961 -0.11362 1.47797
C 3.17894 0.03503 0.40001
C 1.89976 0.57062 0.60008
N 0.95371 0.62768 -0.41463
C 1.35265 0.56520 -1.74088
C 2.56463 1.08435 -2.19891
C 3.02514 0.75925 -3.46568
C 2.28644 -0.08060 -4.30740
C 2.87562 -0.57267 -5.58955
C 0.98369 -0.43352 -3.93000
C 0.49399 -0.07910 -2.67024
P -1.20095 -0.28966 -2.10921
C -2.03007 1.19450 -2.87341
C -1.60706 2.39436 -2.01060
C -1.68734 1.46210 -4.33199
C -2.04958 -1.82776 -2.69905
C -2.66218 -1.76534 -4.10259
C -1.11498 -3.03541 -2.55031
H 0.72010 5.02655 3.21868
H 1.62109 3.52069 3.45003
H 0.01718 3.75427 4.23274
H -1.11384 3.75065 2.01323
H 1.73807 3.53775 0.85439
H 0.65409 4.93795 0.74040
H 0.24572 3.43026 -0.11301
H -0.06470 1.53721 4.47978
H -1.48917 -0.94926 3.35077
H -0.84448 -0.73581 4.98648
H 0.24913 -0.89974 3.61990
H -2.89121 1.17408 3.28685
H -2.21116 2.69013 3.93706
H -2.50292 1.29782 5.02000
H 2.07855 1.10733 3.97061
H 4.08183 0.03734 4.85574
H 5.29941 0.98171 3.97890
H 5.24898 -0.77415 3.75746
H 5.01804 -0.57574 1.32317
H 3.48705 -0.32126 -0.57814
H 3.16750 1.71395 -1.54265
H 3.98534 1.14772 -3.80462
H 3.96401 -0.74264 -5.50644
H 2.71532 0.15215 -6.40801
H 2.39363 -1.51240 -5.89984
H 0.35805 -1.00015 -4.61898
H -3.11626 0.99302 -2.75230
H -0.52114 2.59683 -2.08442
H -1.80690 2.24965 -0.93313
H -2.12807 3.30794 -2.34004
H -0.61385 1.67714 -4.46647
H -2.23288 2.35277 -4.67325
H -1.94771 0.63736 -5.00834
H -2.87844 -1.93248 -1.97373
H -1.89980 -1.67059 -4.90227
H -3.37771 -0.93248 -4.20377
H -3.21286 -2.69955 -4.29444
H -0.24420 -2.97029 -3.22238
H -1.67025 -3.94882 -2.81136
H -0.76623 -3.15458 -1.52364
C 2.61746 -3.98145 1.16091
C 1.61550 -3.98127 2.12819
C 0.46904 -3.20784 1.96675
C 0.34789 -2.39996 0.83966
C 1.33667 -2.41100 -0.15217
C 2.46436 -3.19760 0.01603
N -0.80934 -1.62557 0.69019
N -1.92190 -2.25602 1.09733
C -2.98744 -1.46343 1.05409
C -4.25643 -1.97986 1.41647
C -5.34795 -1.15306 1.36592
C -5.17170 0.18905 0.94869
C -3.91921 0.62674 0.60967
N -2.82220 -0.16625 0.65735
H 3.51172 -4.58752 1.28851
H 1.71174 -4.61410 3.01007
H -0.34186 -3.23207 2.68388
H 1.20969 -1.85019 -1.07177
H 3.22911 -3.20732 -0.76433
H -4.30668 -3.02917 1.69467
H -6.33700 -1.52189 1.63237
H -6.00753 0.88515 0.89670
H -3.73409 1.64394 0.28392

Cartesian forces (eV/Å) of the 2 atoms listed first:
Cr 1.6 1.8 -0.9
C 0.0 -0.1 0.3

Summary:
E ... -92111.512 eV
Spin multiplicity ... 4
Charge ... +2
Expectation value of S² ... 3.92
Orbital gap (alpha / beta) ... 4.60 / 4.11 eV
HOMO (alpha / beta) ... -12.219 / -12.392 eV

Population analysis type Mulliken, resulting atomic charges in e:
1. Cr -1.305
2. C -1.329
3. C 0.498
4. C -1.051
5. P 1.842
6. C 0.222
7. C -1.357
8. C -1.430
9. C -0.844
10. C -0.285
11. C 0.612
12. C -1.747
13. C -1.235
14. C -0.350
15. C -0.251
16. N 1.000
17. C -0.367
18. C -0.446
19. C -1.052
20. C 0.445
21. C -1.651
22. C -0.266
23. C -0.822
24. P 1.361
25. C 0.609
26. C -1.301
27. C -1.561
28. C 0.751
29. C -1.515
30. C -1.143
31. H 0.488
32. H 0.230
33. H 0.322
34. H 0.628
35. H 0.202
36. H 0.585
37. H -0.006
38. H 0.727
39. H 0.012
40. H 0.606
41. H 0.315
42. H 0.128
43. H 0.348
44. H 0.472
45. H 0.408
46. H 0.403
47. H 0.305
48. H 0.402
49. H 0.434
50. H 0.629
51. H 0.725
52. H 0.490
53. H 0.409
54. H 0.307
55. H 0.408
56. H 0.411
57. H 0.759
58. H 0.218
59. H 0.117
60. H 0.589
61. H 0.266
62. H 0.520
63. H 0.366
64. H 0.283
65. H 0.208
66. H 0.406
67. H 0.474
68. H 0.229
69. H 0.580
70. H 0.136
71. C -0.732
72. C -0.921
73. C -0.533
74. C -0.333
75. C 0.289
76. C -0.957
77. N 1.856
78. N -1.056
79. C -0.137
80. C -0.847
81. C -0.658
82. C -0.786
83. C -0.576
84. N 1.417
85. H 0.468
86. H 0.454
87. H 0.590
88. H 0.382
89. H 0.473
90. H 0.573
91. H 0.457
92. H 0.511
93. H 0.494